[1]
A molecular structure, C34H32F3N3O5W at a distorted geometry. Source: the Open Molecules 2025 dataset; level of theory: ωB97M-V/def2-TZVPD.

E_HOMO (alpha / beta) ... -0.2434 / -0.2434 Ha
Spin multiplicity ... 1
Orbital gap (alpha / beta) ... 0.1899 / 0.1899 Ha
Total energy ... -2221.9805 hartree

Last column: Löwdin charge in e.
Element x y z (Å)
W -0.00213 -0.49215 0.52808  1.495
O -2.20513 -4.26085 4.38558  0.139
C -1.35693 -3.47905 5.02628  -0.499
O -1.10613 -3.62495 6.19898  0.111
C -0.70103 -2.39045 4.25848  -0.025
C 0.17357 -1.47935 4.79788  0.034
N 0.59677 -0.64605 3.81898  0.092
N -0.02283 -0.92575 2.61798  -0.024
C -0.80463 -2.04105 2.87628  -0.116
C -1.55463 -2.56595 1.77438  -0.485
O -2.29243 -3.56295 1.83498  0.096
O -1.34563 -1.85745 0.65858  -0.214
H -2.31113 -4.05685 3.41088  0.074
H 0.50667 -1.38975 5.81338  0.146
H 1.13067 0.20135 3.93398  0.156
F -0.95813 -0.05605 -8.88562  0.135
C 0.17727 0.46845 -8.38162  -0.589
F 1.18107 -0.08805 -9.08712  0.134
F 0.16227 1.76915 -8.70392  0.135
C 0.30427 0.21695 -6.90772  -0.125
C 0.29277 1.26585 -5.99502  -0.005
C 0.33607 0.99165 -4.64412  -0.016
C 0.39127 -0.32975 -4.19212  -0.252
C 0.44007 -1.37385 -5.11682  -0.014
C 0.39637 -1.09925 -6.46802  -0.011
C 0.36377 -0.54675 -2.79362  -0.110
C 0.29537 -0.62315 -1.57842  -0.116
H 0.24517 2.28545 -6.34062  0.117
H 0.31287 1.78985 -3.91762  0.117
H 0.49677 -2.39515 -4.77142  0.118
H 0.42767 -1.89985 -7.19052  0.123
C -3.76773 0.24075 0.97768  -0.057
C -3.58773 1.19385 -0.20692  -0.359
C -2.98873 0.45235 -1.41052  -0.060
C -2.78113 2.40255 0.21058  -0.133
C -3.41973 3.62915 0.26228  -0.037
C -2.75753 4.77895 0.65628  -0.068
C -1.41283 4.70435 0.97218  -0.041
C -0.72453 3.50575 0.92348  -0.138
C 0.75527 3.50455 1.23578  -0.356
C 1.07947 2.61735 2.44248  -0.073
C 1.56277 3.09475 -0.00262  -0.055
C -1.40663 2.30835 0.56648  -0.227
N -0.77183 1.12355 0.55618  -0.107
H -4.26373 -0.67235 0.65788  0.087
H -4.36503 0.70175 1.76098  0.082
H -2.78643 -0.01495 1.39848  0.045
H -4.57673 1.55855 -0.50432  0.126
H -2.27063 -0.31015 -1.07892  0.027
H -2.47303 1.13975 -2.07852  0.083
H -3.77833 -0.03935 -1.97252  0.082
H -4.46133 3.68945 -0.01982  0.111
H -3.28353 5.71985 0.70628  0.103
H -0.87993 5.60185 1.25478  0.110
H 1.04617 4.53085 1.49248  0.129
H 0.67537 1.61555 2.26588  0.018
H 0.62097 3.03045 3.33758  0.084
H 2.15667 2.55835 2.58428  0.077
H 1.27877 2.08915 -0.34742  0.050
H 2.62617 3.10275 0.23418  0.071
H 1.38647 3.79925 -0.81462  0.084
C 4.15247 0.13695 1.43008  -0.010
C 2.89557 -0.64665 1.18938  -0.338
O 1.84347 0.02065 0.77558  -0.233
C 2.77797 -2.04325 1.40678  -0.166
C 1.59607 -2.71165 0.98088  -0.077
C 1.35097 -4.01855 1.33698  -0.053
C 2.29097 -4.72705 2.08228  -0.058
C 3.51297 -4.13635 2.38728  -0.071
C 3.76337 -2.82205 2.06408  -0.011
H 4.01557 1.14115 1.03368  0.075
H 4.99837 -0.32905 0.92768  0.089
H 4.38407 0.21175 2.49248  0.086
H 0.92787 -2.20795 0.24408  0.041
H 0.43367 -4.50145 1.02888  0.121
H 2.07567 -5.73735 2.38828  0.107
H 4.27397 -4.71905 2.88568  0.109
H 4.70587 -2.37115 2.32588  0.109



[2]
2 unconnected molecules or ions with the total composition C7H14NO2 at a distorted geometry. Source: the Open Molecules 2025 dataset; level of theory: ωB97M-V/def2-TZVPD.

Total charge ... +1
E_HOMO ... -0.5202 Ha
Spin multiplicity ... 1
Orbital gap ... 0.4199 Ha
Total energy ... -479.9909 hartree

Last column: Löwdin charge in e.
Element x y z (Å)
C 0.84156 0.52266 0.96294  -0.085
C 2.26023 0.28426 1.32472  -0.139
C 2.68195 -0.76161 0.21533  -0.122
C 1.38940 -1.20679 -0.45839  -0.159
C -1.16125 1.75441 -2.11227  0.107
C -2.64340 -0.52020 1.33271  0.030
C -1.52553 -0.30619 -0.80160  -0.257
N 0.39806 -0.33868 0.13335  0.053
O -1.27630 0.28872 -1.89971  0.017
O -2.24034 0.17745 0.14538  -0.006
H 0.21385 1.22904 1.39639  0.117
H 2.62467 1.30690 1.39485  0.110
H 2.38282 -0.24146 2.39675  0.171
H 3.28627 -0.02819 -0.51230  0.157
H 3.40408 -1.40215 0.69472  0.102
H 1.42910 -1.15773 -1.47378  0.096
H 1.27049 -2.21179 -0.30155  0.101
H -2.10478 2.13199 -1.89182  0.091
H -0.90906 1.72155 -3.13858  0.111
H -0.51878 2.04865 -1.40683  0.056
H -3.27339 0.26952 1.74315  0.125
H -1.93483 -0.82780 2.06961  0.098
H -3.05653 -1.38128 1.01052  0.068
H -1.53830 -1.35125 -0.82360  0.157



[3]
A gas-phase ion, C4H10N3 (charge +1) at a distorted geometry. Source: the Open Molecules 2025 dataset; level of theory: ωB97M-V/def2-TZVPD.

Total charge ... +1
E_HOMO ... -0.5507 Ha
Spin multiplicity ... 1
SMILES ... [H]/N=[N+](\NC)C(=C)C
Orbital gap ... 0.3422 Ha
Total energy ... -322.2626 hartree

Last column: Löwdin charge in e.
Element x y z (Å)
C -0.70487 -1.18461 -2.12644  0.212
C -0.14725 -0.34607 -1.25967  -0.272
C 0.33087 1.05543 -1.62636  0.019
C -0.00140 0.28122 2.43300  -0.009
N -0.35047 -1.82972 0.46406  0.262
N -0.18891 0.46697 0.95531  0.053
N -0.19986 -0.66356 0.07230  -0.132
H -0.97776 -2.05902 -1.62857  0.076
H -0.63892 -0.87645 -3.06750  0.065
H -0.54646 1.62953 -1.81754  0.109
H 0.77807 0.86499 -2.50470  0.058
H 1.06135 1.37859 -0.96151  0.069
H 0.26658 1.19451 2.75585  0.047
H -0.94364 0.21174 2.89161  0.074
H 0.75914 -0.58728 2.71222  0.152
H -0.63475 -2.02398 1.38330  0.095
H 0.20694 1.33409 0.60619  0.122



[4]
C4H6N2 in the gas phase at a distorted geometry. Source: the Open Molecules 2025 dataset; level of theory: ωB97M-V/def2-TZVPD.

E_HOMO ... -0.3512 Ha
Spin multiplicity ... 1
SMILES ... N#CC1(N)CC1
Orbital gap ... 0.3842 Ha
Total energy ... -265.4447 hartree

Last column: Löwdin charge in e.
Element x y z (Å)
N 0.63751 1.25869 0.97034  0.046
C 0.15165 0.09710 0.04559  -0.373
C -1.17485 -0.10398 -0.75738  -0.078
C -0.82503 -1.09870 0.29805  -0.077
C 1.43418 -0.07926 -0.55263  -0.251
N 2.52432 -0.08900 -0.93771  0.136
H 1.39883 1.00589 1.62207  0.082
H 1.01720 2.07970 0.47086  0.082
H -1.16533 -0.42642 -1.80967  0.114
H -2.00440 0.56657 -0.54604  0.103
H -1.42518 -1.08607 1.20485  0.103
H -0.56890 -2.12452 -0.00832  0.114



[5]
A molecular structure, C31H33CeClN2O2Si2 at a distorted geometry. Source: the Open Molecules 2025 dataset; level of theory: ωB97M-V/def2-TZVPD.

Total charge ... +2
E_HOMO (alpha / beta) ... -0.4452 / -0.4445 Ha
Spin multiplicity ... 1
Orbital gap (alpha / beta) ... 0.1226 / 0.1172 Ha
Total energy ... -2974.7880 hartree

Last column: Löwdin charge in e.
Element x y z (Å)
C -3.69559 -2.30375 3.27065  -0.139
C -2.32791 -1.87678 3.35338  -0.136
C -2.31175 -0.45015 3.25144  -0.140
H -1.46534 -2.51926 3.55552  0.134
C -3.65936 0.00709 3.10121  -0.139
C -4.52040 -1.13803 3.11128  -0.129
H -5.60885 -1.13751 3.02509  0.150
H -4.05050 -3.32834 3.39679  0.145
H -1.42338 0.17980 3.35195  0.127
H -3.98521 1.05094 3.02237  0.140
Ce -3.15458 -1.33093 0.92459  1.113
Si 2.01922 2.25876 -0.50293  0.807
C 3.70956 1.89276 -1.22873  -0.384
C 3.87805 2.02177 -2.61870  -0.121
H 3.06216 2.40769 -3.23782  0.108
C 5.07856 1.61764 -3.21460  -0.068
H 5.18805 1.68750 -4.30090  0.112
C 6.12142 1.13352 -2.41474  -0.071
H 7.06337 0.83343 -2.87927  0.111
C 5.96080 1.02963 -1.02386  -0.080
H 6.78349 0.65454 -0.40669  0.110
C 4.75234 1.39999 -0.42327  -0.118
H 4.60223 1.30359 0.65619  0.101
C 1.54097 3.84696 -1.32451  -0.321
C 2.46168 4.91211 -1.36312  -0.083
H 3.45412 4.79251 -0.92042  0.114
C 2.11406 6.12799 -1.96573  -0.059
H 2.82209 6.96178 -1.97750  0.115
C 0.85044 6.28523 -2.55268  -0.063
H 0.56672 7.23859 -3.01352  0.115
C -0.05833 5.21840 -2.53034  -0.074
H -1.04740 5.32860 -2.98718  0.109
C 0.27699 4.01162 -1.91174  -0.101
H -0.43315 3.18245 -1.88551  0.074
H 2.26880 2.50576 0.91360  0.031
Si 1.03477 -0.02892 -1.54081  0.807
C -0.30929 0.79487 -0.48437  -0.427
C -0.13114 1.20866 0.87492  -0.194
H 0.77458 0.96684 1.44283  0.090
C -1.10480 1.98050 1.52137  -0.087
H -0.90690 2.34355 2.53787  0.133
C -2.30118 2.29915 0.88653  -0.087
H -3.03382 2.92317 1.39359  0.122
C -2.52951 1.84569 -0.41758  -0.099
H -3.45289 2.11606 -0.94169  0.129
C -1.55569 1.08887 -1.08572  -0.198
H -1.75812 0.70993 -2.09231  0.088
C 1.82131 -1.20915 -0.33472  -0.346
C 1.11542 -1.66376 0.79402  -0.150
H 0.10412 -1.29460 1.00350  0.059
C 1.70989 -2.54902 1.69255  -0.101
H 1.18020 -2.81783 2.61267  0.097
C 2.97245 -3.08289 1.42441  -0.063
H 3.41168 -3.83719 2.09166  0.119
C 3.67515 -2.64567 0.29084  -0.049
H 4.66322 -3.05597 0.07897  0.118
C 3.11889 -1.69816 -0.57152  -0.084
H 3.69276 -1.33149 -1.42973  0.112
H 0.31239 -0.97513 -2.42985  0.001
Cl -3.10114 -1.75286 -1.66595  0.195
C -5.96894 -5.43270 -0.01814  0.028
O -4.52931 -5.58170 0.14354  0.031
C -3.86115 -4.48323 0.46353  -0.506
O -4.39337 -3.35782 0.69863  -0.121
N -2.53608 -4.68078 0.51853  0.097
N -1.70071 -3.53782 0.74347  0.032
H -6.30891 -6.43567 -0.25952  0.110
H -6.18098 -4.75509 -0.85663  0.115
H -6.42166 -5.08626 0.92203  0.111
H -2.16899 -5.59215 0.26611  0.193
H -1.07084 -3.43843 -0.06689  0.122
H -1.09478 -3.75890 1.54356  0.117



[6]
2 unconnected molecules or ions with the total composition FH6N4P at a distorted geometry. Source: the Open Molecules 2025 dataset; level of theory: ωB97M-V/def2-TZVPD.

E_HOMO (alpha / beta) ... -0.3060 / -0.2975 Ha
Spin multiplicity ... 1
Orbital gap (alpha / beta) ... 0.2912 / 0.2991 Ha
Total energy ... -663.7225 hartree

Last column: Löwdin charge in e.
Element x y z (Å)
N 2.51554 -1.67095 0.65222  -0.116
N -2.64990 2.04117 -0.35559  -0.011
N 1.94710 -0.40750 1.03213  -0.128
N -1.60722 1.39389 -0.71715  -0.467
F -2.69309 -0.80995 -0.98774  -0.408
P -1.27622 -0.15668 -1.32510  0.793
H 3.32441 -1.40757 0.00433  0.073
H 1.80093 -2.11936 -0.05190  0.086
H -3.42758 1.50155 -0.07901  0.015
H 1.76354 -0.45856 2.03673  0.061
H 1.13840 -0.07554 0.61577  -0.039
H -0.83593 2.16950 -0.82470  0.140